Formula: C40H57O3PtSe2
Source: OMol25
Level of theory: ωB97M-V/def2-TZVPD

Calculated values
- total charge = -1
- largest force on an atom (eV/Å) = 0.79
- highest occupied orbital energy (eV) = -4.2
- calculated total energy (Eh) = -6706.40987
- ΔE to the lowest compared entry with this formula, charge and spin (eV) = 0.000

Each line ends with the Mulliken charge.
CARTESIAN COORDINATES (ANGSTROEM)
Pt -0.470 -0.208 -0.168  3.79
C -0.780 4.525 6.311  -2.25
C -0.872 4.658 4.790  2.18
C 0.170 5.695 4.341  -1.67
C -2.277 5.174 4.444  -1.81
C -0.618 3.333 4.073  -0.94
C -0.671 3.274 2.688  -0.02
C -0.444 2.082 2.030  -0.67
Se -0.281 2.076 0.115  -0.50
C 1.658 2.133 0.091  0.31
C 2.222 3.375 0.321  -0.56
C 3.586 3.520 0.508  -1.06
C 4.348 2.350 0.469  0.03
C 3.824 1.088 0.238  -0.51
C 2.416 0.932 -0.004  0.74
O 1.896 -0.215 -0.285  -1.36
C 4.716 -0.159 0.260  2.57
C 6.172 0.166 0.606  -2.44
C 4.713 -0.837 -1.120  -1.54
C 4.196 -1.141 1.324  -1.47
C 4.176 4.902 0.782  2.39
C 3.539 5.493 2.049  -1.71
C 5.691 4.857 0.992  -2.30
C 3.890 5.832 -0.406  -1.79
C -0.151 0.861 2.682  0.56
O 0.022 -0.241 2.032  -1.73
C -0.070 0.931 4.110  -0.63
C -0.305 2.145 4.740  0.39
C 0.287 -0.332 4.896  2.54
C 0.331 -0.089 6.407  -2.47
C -0.762 -1.425 4.630  -1.64
C 1.674 -0.830 4.458  -1.48
H -0.992 5.490 6.777  0.45
H 0.219 4.213 6.625  0.39
H -1.502 3.800 6.694  0.42
H 0.010 6.651 4.850  0.50
H 0.113 5.872 3.265  0.31
H 1.180 5.345 4.566  0.32
H -2.480 6.118 4.961  0.46
H -3.034 4.445 4.739  0.37
H -2.381 5.347 3.372  0.32
H -0.882 4.163 2.100  0.53
H 1.565 4.238 0.384  0.23
H 5.412 2.432 0.638  0.49
H 6.632 0.818 -0.140  0.41
H 6.747 -0.763 0.637  0.47
H 6.257 0.644 1.585  0.41
H 5.121 -0.161 -1.876  0.33
H 3.699 -1.108 -1.404  0.05
H 5.333 -1.740 -1.098  0.46
H 4.226 -0.677 2.313  0.27
H 4.825 -2.037 1.348  0.54
H 3.168 -1.427 1.113  0.11
H 3.702 4.832 2.903  0.35
H 2.461 5.619 1.931  0.29
H 3.971 6.473 2.279  0.50
H 5.957 4.227 1.844  0.39
H 6.064 5.865 1.190  0.44
H 6.207 4.474 0.108  0.44
H 2.817 5.933 -0.578  0.31
H 4.339 5.435 -1.319  0.38
H 4.300 6.831 -0.223  0.45
H -0.244 2.171 5.818  0.56
H -0.634 0.250 6.792  0.42
H 1.092 0.648 6.677  0.39
H 0.581 -1.027 6.911  0.45
H -1.755 -1.078 4.929  0.32
H -0.523 -2.322 5.212  0.47
H -0.788 -1.681 3.573  0.18
H 2.434 -0.074 4.676  0.31
H 1.687 -1.036 3.390  0.07
H 1.935 -1.744 5.002  0.52
C -7.230 1.748 1.322  -1.44
C -6.007 1.257 0.592  0.82
C -5.534 -0.035 0.770  -1.22
C -4.404 -0.504 0.106  1.03
C -3.919 -1.898 0.386  -1.25
C -3.734 0.346 -0.785  0.18
Se -2.238 -0.296 -1.819  -0.28
C -4.184 1.663 -0.961  0.91
C -3.492 2.629 -1.887  -1.50
C -5.313 2.093 -0.271  -1.04
H -7.592 0.999 2.027  0.34
H -8.042 1.972 0.625  0.31
H -7.016 2.662 1.880  0.33
H -6.046 -0.697 1.462  0.22
H -4.425 -2.309 1.262  0.35
H -2.844 -1.903 0.564  0.04
H -4.105 -2.556 -0.467  0.28
H -2.412 2.486 -1.878  0.18
H -3.721 3.658 -1.603  0.36
H -3.820 2.477 -2.919  0.30
H -5.650 3.118 -0.406  0.33
C 0.447 -2.449 -2.318  -1.16
C -0.057 -3.024 -1.037  1.31
C -0.031 -4.511 -0.828  -1.48
O -0.490 -2.328 -0.127  -0.81
H 1.030 -3.176 -2.883  0.42
H 1.028 -1.551 -2.093  0.07
H -0.424 -2.148 -2.908  0.30
H -0.023 -5.053 -1.772  0.42
H -0.878 -4.812 -0.213  0.31
H 0.888 -4.750 -0.285  0.35

***

Formula: C40H58BrN4O5P2RuTe
Source: OMol25
Level of theory: ωB97M-V/def2-TZVPD

Calculated values
- total charge = -1
- multiplicity = 5
- largest force on an atom (eV/Å) = 0.92
- highest occupied orbital energy (spin up / spin down) (eV) = -4.4 / -4.8
- calculated total energy (Eh) = -5773.94417
- ΔE to the lowest compared entry with this formula, charge and spin (eV) = 0.000

Each line ends with the Löwdin spin population.
CARTESIAN COORDINATES (ANGSTROEM)
Ru -0.068 0.296 0.088  2.21
C -1.071 -0.801 4.822  0.00
C -0.189 -0.772 3.551  0.00
C 1.176 -0.162 3.855  0.00
P -1.074 -0.051 2.126  0.02
C -2.579 -1.072 1.846  0.01
C -3.694 -0.995 2.891  0.00
C -2.196 -2.524 1.573  0.00
C -1.619 1.644 2.430  0.01
C -1.698 2.349 3.620  0.00
C -2.061 3.694 3.629  0.01
C -2.080 4.477 4.912  0.00
C -2.351 4.298 2.408  0.00
C -2.263 3.608 1.209  0.01
C -1.875 2.278 1.211  0.01
N -1.664 1.532 0.028  0.12
C -2.665 1.625 -0.977  0.01
C -2.298 1.557 -2.323  0.01
C -0.877 1.466 -2.787  0.00
C -3.257 1.613 -3.325  0.00
C -4.607 1.759 -3.045  0.01
C -5.626 1.851 -4.145  0.00
C -4.966 1.803 -1.707  0.00
C -4.039 1.718 -0.667  0.01
C -4.621 1.707 0.726  0.00
H -1.252 -1.827 5.145  0.00
H -2.040 -0.322 4.718  0.00
H -0.550 -0.287 5.632  0.00
H 0.002 -1.794 3.205  0.00
H 1.094 0.900 4.091  0.00
H 1.860 -0.303 3.025  0.00
H 1.587 -0.677 4.726  0.00
H -2.942 -0.649 0.905  0.00
H -3.487 -1.639 3.743  0.00
H -4.625 -1.344 2.438  0.00
H -3.866 0.017 3.262  0.00
H -1.916 -3.035 2.497  0.00
H -1.372 -2.617 0.873  0.00
H -3.044 -3.054 1.134  0.00
H -1.465 1.862 4.558  0.00
H -2.407 3.859 5.748  0.00
H -2.750 5.333 4.842  0.00
H -1.087 4.858 5.157  0.00
H -2.628 5.346 2.390  0.00
H -2.468 4.103 0.268  0.00
H -0.353 2.416 -2.662  0.00
H -0.874 1.189 -3.841  0.00
H -0.250 -0.346 -2.630  0.01
H -2.924 1.497 -4.349  0.00
H -5.282 1.335 -5.039  0.00
H -5.820 2.891 -4.418  0.00
H -6.578 1.412 -3.843  0.00
H -6.016 1.873 -1.441  0.00
H -5.609 1.246 0.696  0.00
H -4.731 2.715 1.131  0.00
H -4.017 1.159 1.435  0.00
C 3.779 4.961 -3.178  0.00
C 3.518 3.590 -2.595  0.00
O 3.032 3.705 -1.255  0.01
P 1.552 3.036 -0.940  0.03
O -0.103 0.469 -2.110  0.06
Te 1.893 1.984 1.214  0.30
O 0.692 4.368 -0.448  0.01
C 0.065 5.106 -1.494  0.00
C -0.230 6.496 -0.981  0.00
H 4.143 4.872 -4.202  0.00
H 4.525 5.496 -2.591  0.00
H 2.868 5.559 -3.189  0.00
H 4.441 3.005 -2.561  0.00
H 2.799 3.033 -3.204  0.00
H -0.858 4.593 -1.794  0.00
H 0.713 5.153 -2.377  0.00
H -0.870 6.444 -0.100  0.00
H -0.735 7.089 -1.747  0.00
H 0.693 6.999 -0.698  0.00
Br -1.063 -1.354 -5.130  0.02
C -0.500 -3.358 -2.330  0.02
C -0.327 -4.847 -2.187  0.01
N 0.197 -5.448 -1.196  0.00
C 0.667 -4.626 -0.129  0.02
C 0.863 -3.315 -0.237  0.03
C 0.498 -2.573 -1.485  0.10
C 1.321 -2.495 0.934  0.01
O 1.780 -3.034 1.926  0.01
O 1.197 -1.190 0.856  0.09
H -0.673 -5.466 -3.014  0.00
H 0.893 -5.141 0.794  0.00
H -0.038 -1.732 -1.018  0.01
N -3.566 -1.687 -1.673  0.00
C -4.126 -2.821 -2.136  0.00
C -3.101 -3.696 -2.396  0.00
C -1.932 -2.972 -2.078  0.00
N -2.226 -1.763 -1.636  0.01
H -4.009 -0.796 -1.490  0.00
H -5.191 -2.911 -2.257  0.00
H -3.178 -4.691 -2.795  0.00
H -0.312 -3.038 -3.366  0.00
C 2.222 -3.743 -3.963  0.01
C 2.750 -2.683 -2.994  0.07
C 3.754 -3.339 -2.031  0.04
C 3.469 -1.604 -3.813  0.01
C 1.677 -1.982 -2.206  0.63
H 3.061 -4.184 -4.507  0.00
H 1.528 -3.309 -4.684  0.00
H 1.723 -4.557 -3.438  0.00
H 4.611 -3.720 -2.592  0.01
H 3.298 -4.171 -1.493  0.00
H 4.116 -2.621 -1.294  0.00
H 4.255 -2.050 -4.427  0.00
H 3.928 -0.863 -3.157  0.00
H 2.764 -1.094 -4.470  0.00
H 1.892 -0.943 -1.969  0.03

***

Formula: C40H58I2N9O7P2V
Source: OMol25
Level of theory: ωB97M-V/def2-TZVPD

Calculated values
- total charge = +1
- multiplicity = 4
- largest force on an atom (eV/Å) = 0.48
- highest occupied orbital energy (spin up / spin down) (eV) = -8.5 / -9.1
- calculated total energy (Eh) = -4800.78341
- ΔE to the lowest compared entry with this formula, charge and spin (eV) = 0.000

Each line ends with the Löwdin spin population.
CARTESIAN COORDINATES (ANGSTROEM)
V -1.787 0.689 -0.390  2.71
I 0.618 7.052 -4.032  0.00
C 0.178 5.506 -2.703  0.00
C 0.109 5.755 -1.341  0.00
C -0.207 4.725 -0.471  0.00
I -0.137 5.097 1.582  0.00
C -0.495 3.416 -0.913  0.00
O -0.838 2.475 -0.084  0.03
C -0.311 3.178 -2.299  0.00
C -0.297 1.767 -2.816  0.01
N -1.519 0.989 -2.533  0.01
C -2.708 1.549 -3.189  0.00
C -3.847 1.827 -2.236  0.01
C -5.035 2.370 -2.711  0.00
C -6.085 2.572 -1.839  0.01
C -5.928 2.206 -0.507  0.00
C -4.717 1.681 -0.112  0.02
N -3.683 1.510 -0.948  0.01
C -0.009 4.216 -3.170  0.00
H 0.309 6.744 -0.953  0.00
H 0.518 1.219 -2.340  0.00
H -0.097 1.785 -3.894  0.00
H -1.342 0.041 -2.867  0.00
H -3.071 0.868 -3.964  0.00
H -2.448 2.484 -3.691  0.00
H -5.122 2.628 -3.759  0.00
H -7.015 3.000 -2.188  0.00
H -6.726 2.330 0.211  0.00
H -4.545 1.374 0.910  0.00
H 0.110 4.001 -4.226  0.00
C 2.126 1.547 2.412  0.00
C 2.112 1.666 0.907  0.00
C 3.038 2.724 0.364  0.00
O 2.562 0.368 0.344  0.00
P 1.557 -0.688 -0.233  0.01
O 0.142 -0.288 -0.179  0.03
C 2.175 -0.986 -1.902  0.00
P 1.143 -2.018 -2.963  0.00
O -0.272 -1.620 -3.036  0.00
O 1.792 -1.983 -4.395  0.00
C 3.148 -2.233 -4.869  0.00
C 3.956 -0.952 -4.809  0.00
C 3.821 -3.395 -4.169  0.00
O 1.395 -3.457 -2.352  0.00
C 0.323 -4.446 -2.259  0.00
C 0.957 -5.801 -2.478  0.00
C -0.337 -4.301 -0.905  0.00
O 1.798 -2.020 0.570  0.00
C 3.130 -2.424 1.023  0.00
C 3.335 -3.865 0.613  0.00
C 3.193 -2.205 2.518  0.00
H 1.795 2.491 2.846  0.00
H 3.131 1.327 2.779  0.00
H 1.441 0.763 2.744  0.00
H 1.090 1.828 0.565  0.00
H 4.068 2.539 0.674  0.00
H 2.727 3.698 0.745  0.00
H 2.995 2.761 -0.725  0.00
H 3.168 -1.437 -1.817  0.00
H 2.300 -0.015 -2.387  0.00
H 2.982 -2.498 -5.913  0.00
H 4.251 -0.705 -3.788  0.00
H 3.389 -0.121 -5.227  0.00
H 4.867 -1.072 -5.396  0.00
H 4.011 -3.184 -3.115  0.00
H 4.782 -3.580 -4.650  0.00
H 3.222 -4.302 -4.234  0.00
H -0.394 -4.230 -3.053  0.00
H 1.732 -5.980 -1.732  0.00
H 1.402 -5.872 -3.470  0.00
H 0.203 -6.583 -2.384  0.00
H 0.376 -4.526 -0.112  0.00
H -1.177 -4.993 -0.824  0.00
H -0.700 -3.281 -0.767  0.00
H 3.867 -1.784 0.531  0.00
H 2.615 -4.508 1.121  0.00
H 4.339 -4.189 0.891  0.00
H 3.210 -3.984 -0.463  0.00
H 2.418 -2.795 3.011  0.00
H 3.046 -1.154 2.761  0.00
H 4.164 -2.520 2.900  0.00
C -3.721 -4.043 -2.202  0.00
N -3.755 -3.436 -0.872  0.01
C -4.859 -3.801 0.015  0.00
C -3.187 -2.259 -0.719  0.04
N -2.681 -1.226 -0.614  0.02
H -3.695 -5.126 -2.093  0.00
H -2.824 -3.715 -2.722  0.00
H -4.601 -3.762 -2.786  0.00
H -4.861 -4.882 0.145  0.00
H -5.820 -3.488 -0.400  0.00
H -4.714 -3.330 0.984  0.00
C -2.863 2.687 2.555  0.00
C -2.195 1.375 2.749  0.01
N -1.963 0.479 1.810  0.01
C -1.381 -0.608 2.430  0.01
C -1.249 -0.357 3.755  0.00
N -1.763 0.911 3.952  0.00
C -1.750 1.640 5.207  0.00
N -0.614 2.516 5.317  0.00
N -0.732 3.822 4.966  0.00
N 0.407 4.386 5.027  0.00
C 1.335 3.454 5.446  0.00
C 2.708 3.579 5.678  0.00
C 3.373 2.457 6.111  0.00
C 2.699 1.233 6.314  0.00
C 1.349 1.095 6.086  0.00
C 0.681 2.241 5.645  0.00
H -2.745 2.983 1.515  0.00
H -2.422 3.461 3.179  0.00
H -3.927 2.616 2.797  0.00
H -1.065 -1.470 1.868  0.00
H -0.835 -0.936 4.561  0.00
H -1.730 0.918 6.020  0.00
H -2.645 2.251 5.298  0.00
H 3.211 4.524 5.525  0.00
H 4.435 2.506 6.309  0.00
H 3.265 0.379 6.661  0.00
H 0.845 0.151 6.244  0.00

***

Formula: C40H59BBr2ClN9O3SW
Source: OMol25
Level of theory: ωB97M-V/def2-TZVPD

Calculated values
- total charge = 0
- multiplicity = 3
- largest force on an atom (eV/Å) = 3.13
- highest occupied orbital energy (spin up / spin down) (eV) = -7.2 / -7.9
- calculated total energy (Eh) = -8376.53943
- ΔE to the lowest compared entry with this formula, charge and spin (eV) = 3.051

Each line ends with the Löwdin spin population.
CARTESIAN COORDINATES (ANGSTROEM)
W 1.163 0.472 -0.516  1.43
C -2.026 -1.490 -2.844  0.00
C -2.702 -0.339 -2.098  0.00
C -2.367 1.042 -2.656  0.00
C -2.367 -0.484 -0.640  0.00
C -3.334 -0.747 0.323  0.00
C -2.663 -0.959 1.511  0.00
C -3.440 -1.270 2.773  0.00
C -4.528 -0.198 2.957  0.00
C -2.659 -1.415 4.071  0.00
N -1.343 -0.826 1.247  0.00
N -1.156 -0.516 -0.072  0.01
B -0.101 -1.335 2.044  0.00
N 0.749 -0.125 2.563  0.00
N 1.069 0.936 1.737  0.00
C 1.619 1.903 2.508  0.00
C 1.730 1.401 3.797  0.00
C 1.122 0.164 3.828  0.00
C 0.816 -0.352 5.232  0.00
C 0.364 -1.776 5.527  0.00
C -0.213 0.633 5.839  0.00
C 1.771 3.424 2.410  0.00
C 2.046 4.173 1.113  0.00
C 0.482 3.998 3.032  0.00
N 0.599 -2.404 1.126  0.01
N 0.687 -2.264 -0.233  0.05
C 1.107 -3.438 -0.725  0.01
C 1.316 -4.326 0.334  0.01
C 0.983 -3.653 1.483  0.00
C 1.107 -4.323 2.825  0.00
C 2.281 -3.721 3.604  0.00
C -0.206 -4.436 3.609  0.00
C 1.216 -3.993 -2.135  0.00
C 1.617 -3.050 -3.261  0.00
C -0.104 -4.697 -2.480  0.00
H -2.190 -1.427 -3.923  0.00
H -2.437 -2.434 -2.486  0.00
H -0.959 -1.474 -2.636  0.00
H -3.784 -0.472 -2.179  0.00
H -1.295 1.204 -2.636  0.00
H -2.860 1.814 -2.063  0.00
H -2.712 1.130 -3.689  0.00
H -4.395 -0.807 0.153  0.00
H -3.947 -2.224 2.588  0.00
H -4.082 0.798 2.990  0.00
H -5.067 -0.372 3.889  0.00
H -5.254 -0.219 2.147  0.00
H -1.986 -0.570 4.210  0.00
H -2.095 -2.344 4.077  0.00
H -3.352 -1.447 4.913  0.00
H -0.451 -1.916 3.008  0.00
H 2.162 1.914 4.639  0.00
H 1.758 -0.214 5.770  0.00
H -0.612 -1.983 5.103  0.00
H 0.279 -1.882 6.610  0.00
H 1.081 -2.510 5.181  0.00
H -0.994 0.872 5.117  0.00
H 0.256 1.571 6.133  0.00
H -0.684 0.199 6.722  0.00
H 2.594 3.661 3.089  0.00
H 1.415 3.824 0.309  0.00
H 3.078 4.070 0.804  0.00
H 1.842 5.235 1.271  0.00
H -0.357 3.866 2.350  0.00
H 0.607 5.065 3.226  0.00
H 0.234 3.503 3.970  0.00
H 1.659 -5.345 0.258  0.00
H 1.387 -5.350 2.579  0.00
H 2.216 -2.635 3.635  0.00
H 3.218 -3.975 3.106  0.00
H 2.319 -4.126 4.618  0.00
H -0.432 -3.538 4.171  0.00
H -0.147 -5.266 4.315  0.00
H -1.029 -4.635 2.920  0.00
H 1.982 -4.772 -2.070  0.00
H 1.051 -2.127 -3.195  0.00
H 1.438 -3.530 -4.226  0.00
H 2.670 -2.786 -3.199  0.00
H -0.899 -3.971 -2.629  0.00
H -0.403 -5.375 -1.681  0.00
H 0.013 -5.279 -3.397  0.00
C 3.146 1.737 -3.609  0.00
C 2.098 2.701 -3.160  0.01
C 2.032 3.952 -3.782  0.00
C 1.105 4.902 -3.438  0.01
C 0.200 4.589 -2.418  0.00
C -0.810 5.430 -1.895  0.02
Br -1.013 7.190 -2.587  0.00
C -1.665 5.027 -0.901  0.00
C -1.530 3.748 -0.361  0.02
Br -2.695 3.070 0.963  0.00
C -0.523 2.910 -0.793  0.00
O -0.259 1.736 -0.276  0.04
C 0.324 3.303 -1.845  0.00
N 1.242 2.355 -2.186  0.01
H 3.096 1.607 -4.693  0.00
H 3.008 0.780 -3.126  0.00
H 4.133 2.123 -3.349  0.00
H 2.739 4.165 -4.573  0.00
H 1.083 5.860 -3.937  0.00
H -2.433 5.692 -0.533  0.00
Cl 3.298 1.711 -0.241  0.01
O 2.731 -0.849 0.610  0.17
S 3.333 -1.180 -0.777  0.26
N 2.303 -0.510 -1.720  -0.09
C -0.080 0.034 -7.287  0.00
N -0.014 0.585 -5.951  0.00
C -0.248 2.009 -5.814  0.00
C 0.300 -0.174 -4.886  0.00
O 0.410 0.218 -3.738  0.01
H 0.778 0.354 -7.885  0.00
H -0.994 0.364 -7.782  0.00
H -0.086 -1.054 -7.234  0.00
H 0.419 2.566 -6.476  0.00
H -0.056 2.294 -4.783  0.00
H -1.281 2.254 -6.070  0.00
H 0.438 -1.232 -5.163  0.00